(1)
The following is a quantum chemistry calculation of a 2-piece molecular cluster, C3H5IO overall, from the OMol25 dataset.

Properties
- molar mass (g/mol) = 183.98
- SMILES = C#COC.I
- total charge = 0
- E_HOMO (Ha) = -0.347

Positions of all 10 atoms, in Å:
C  1.49580  -1.01408  0.34906
C  0.50310  -0.38917  0.65251
C  -0.55610  1.73702  0.31080
O  -0.54715  0.36476  0.62209
I  -1.63062  -2.51547  -1.65732
H  -0.09924  -2.70103  -1.42304
H  2.17440  -1.78478  0.49259
H  -1.26932  2.41227  0.78701
H  -0.51792  1.93747  -0.82893
H  0.44705  1.95300  0.69524

(2)
The following is a quantum chemistry calculation of a 2-piece molecular cluster, C3H5IO overall, from the OMol25 dataset.

Properties
- molar mass (g/mol) = 183.98
- total charge = 0
- E_HOMO (alpha / beta) (Ha) = -0.295 / -0.295

Positions of all 10 atoms, in Å:
C  -0.02254  -1.87590  -0.32271
C  -0.28884  1.06013  0.24027
C  0.67610  0.26144  -0.60502
O  -0.76032  -2.17716  0.54108
I  2.68113  -0.30454  -0.00038
H  0.77258  -2.37532  -0.90244
H  -0.49244  0.68488  1.25466
H  -0.02405  2.14071  0.30823
H  -1.28004  0.95580  -0.08022
H  0.58203  0.01698  -1.72461

Least stable = (1)

(1)
The following is a quantum chemistry calculation of C16H19N6O9SZr as an isolated structure, from the OMol25 dataset.

Properties
- molar mass (g/mol) = 562.65
- total charge = +1
- E_HOMO (Ha) = -0.339

Positions of all 52 atoms, in Å:
Zr  0.12411  1.84795  0.06052
O  2.40335  1.76022  0.04329
C  2.96543  3.02649  0.49356
C  2.24974  4.16480  -0.21608
N  0.79474  4.06672  0.04885
C  -0.06560  4.50668  -1.08479
C  -0.33826  3.32598  -2.05821
O  -1.21433  3.36832  -2.86181
O  0.47177  2.27804  -1.82344
C  0.37953  4.57779  1.38678
C  -0.45798  3.43619  1.96586
O  -1.64313  3.53663  2.16256
O  0.22044  2.28955  1.99608
H  2.77956  1.53847  -0.82175
H  2.79033  3.04629  1.56744
H  4.03761  3.05108  0.30983
H  2.64417  5.13107  0.10723
H  2.40333  4.07247  -1.29124
H  -1.02869  4.85699  -0.71539
H  0.38806  5.31662  -1.65919
H  1.25533  4.74838  2.01094
H  -0.20627  5.49142  1.32438
N  -3.61501  0.37408  -0.70390
C  -3.11877  1.39401  -0.01872
N  -3.85688  2.08263  0.83386
O  -1.88728  1.73098  -0.18853
H  -4.57843  0.09234  -0.61979
H  -3.06726  -0.05935  -1.42881
H  -4.81883  1.84708  1.01422
H  -3.38566  2.72207  1.46144
O  -1.63036  -7.95535  -1.94880
S  -0.97925  -6.72452  -2.31303
O  -1.85853  -5.57606  -2.46408
O  0.08902  -6.80823  -3.28695
C  -0.03148  -6.24868  -0.81766
N  0.36707  -7.12136  0.11082
C  0.97647  -6.62737  1.18033
C  1.13992  -5.26126  1.39494
C  0.71106  -4.44687  0.36064
N  0.18301  -4.94100  -0.74891
C  0.67472  -2.97310  0.36990
C  1.27924  -2.15317  1.32824
C  1.10025  -0.79527  1.25785
N  0.37928  -0.21088  0.27215
C  -0.14784  -1.00328  -0.70252
C  -0.03936  -2.35896  -0.67550
H  1.32838  -7.34932  1.90855
H  1.54775  -4.87952  2.32112
H  1.87240  -2.57327  2.12795
H  1.52546  -0.12777  1.99641
H  -0.64383  -0.49224  -1.52249
H  -0.46849  -2.99452  -1.44419

(2)
The following is a quantum chemistry calculation of C16H19N6O9SZr as an isolated structure, from the OMol25 dataset.

Properties
- molar mass (g/mol) = 562.65
- total charge = +1
- E_HOMO (Ha) = -0.405

Positions of all 52 atoms, in Å:
Zr  -0.05875  -0.68323  -0.17701
O  2.21662  -0.53967  -0.39258
C  2.99368  0.61992  0.03727
C  2.43595  1.83344  -0.66296
N  1.01940  2.00489  -0.35216
C  0.16218  2.47603  -1.46451
C  -0.62969  1.20060  -1.56660
O  -1.50425  0.97443  -0.69594
O  -0.07346  0.18553  -2.13795
C  0.68532  2.51933  0.97517
C  -0.20851  1.55638  1.75953
O  -1.08049  1.88119  2.50067
O  0.11223  0.25575  1.52988
H  2.70152  -1.35016  -0.19037
H  4.03393  0.46313  -0.24237
H  2.91283  0.69665  1.12257
H  2.53738  1.69156  -1.73787
H  3.03016  2.70880  -0.37908
H  0.73818  2.69906  -2.35712
H  -0.45637  3.32230  -1.17800
H  0.18722  3.48673  0.93110
H  1.59914  2.64570  1.56125
N  -3.48179  -2.95596  0.92842
C  -2.71649  -1.92912  1.12474
N  -2.89295  -1.09144  2.15500
O  -1.73116  -1.67867  0.30003
H  -4.13074  -3.29259  1.64075
H  -3.40409  -3.68315  0.18575
H  -3.65578  -1.23017  2.79532
H  -2.29790  -0.28954  2.28733
O  -5.52459  -6.95058  0.61240
S  -4.51761  -5.96519  0.84062
O  -4.66098  -5.13623  2.03378
O  -4.13114  -5.15680  -0.33185
C  -2.95156  -6.85982  1.08429
N  -2.88445  -8.17841  1.00923
C  -1.66540  -8.70857  0.95848
C  -0.50341  -7.94457  0.90462
C  -0.69970  -6.58479  1.02546
N  -1.90618  -6.04180  1.16363
C  0.23249  -5.43288  0.84166
C  0.64547  -5.08081  -0.44541
C  0.83062  -3.74166  -0.71702
N  0.71948  -2.79550  0.22170
C  0.55447  -3.17597  1.50416
C  0.33147  -4.47860  1.86004
H  -1.61569  -9.79062  0.92511
H  0.47270  -8.39198  0.78589
H  0.63618  -5.80030  -1.25189
H  0.97665  -3.40559  -1.73841
H  0.50186  -2.38336  2.24387
H  0.07634  -4.72900  2.87992

Least stable = (1)

(1)
The following is a quantum chemistry calculation of C2H3I2NO as an isolated structure, from the OMol25 dataset.

Properties
- molar mass (g/mol) = 310.86
- total charge = 0
- E_HOMO (alpha / beta) (Ha) = -0.324 / -0.324

Positions of all 9 atoms, in Å:
C  0.92963  -0.65816  -0.36256
C  -0.12862  -1.04273  0.46747
N  -0.11464  1.72312  0.52961
O  0.92004  -0.09905  -1.49585
I  -2.17485  -0.94935  -0.11313
I  -0.25983  1.94403  -1.32652
H  1.89002  -0.56701  0.13816
H  -0.15047  -1.47361  1.39893
H  -0.91128  1.12276  0.76389

(2)
The following is a quantum chemistry calculation of C2H3I2NO as an isolated structure, from the OMol25 dataset.

Properties
- molar mass (g/mol) = 310.86
- total charge = 0
- E_HOMO (Ha) = -0.312

Positions of all 9 atoms, in Å:
C  0.81955  0.58024  -0.76944
C  -0.67199  -0.86560  0.79716
N  -0.35148  0.25641  0.06405
O  -1.03038  1.29786  0.29962
I  0.16633  -2.79966  0.48050
I  -2.28703  -0.55108  1.91114
H  0.44809  1.42156  -1.38289
H  1.53915  1.01400  -0.17536
H  1.36776  -0.35372  -1.22478

Least stable = (1)